Entry 1:
20
Properties=species:S:1:pos:R:3:forces:R:3:nbo_charge:R:1 method="wB97M-V/def2-TZVPD" spin_multiplicity=3 charge=-3 homo_lumo_gap_ev="6.1 / 6.1"
Pt -0.2080 -0.6391 0.4652 0.4847 -1.1328 -0.8860 1.216
As 1.2170 2.4834 2.2363 0.1897 -0.6145 0.7290 2.836
F 2.5424 2.5009 1.0955 -0.5671 0.1446 0.3337 -0.622
F 0.2833 1.4889 1.0953 0.2881 1.4655 0.7518 -0.628
F -0.0720 2.4887 3.4517 0.3347 0.3382 -0.6645 -0.639
F 2.2428 3.4845 3.3049 -0.5382 -0.2185 -0.2777 -0.661
F 0.5074 3.9317 1.5618 0.2236 -0.1431 -0.0844 -0.638
F 1.7747 1.0477 3.0227 0.3526 0.3037 -0.2888 -0.613
O -1.6315 -4.5544 -1.2494 -1.8626 -0.0549 0.3991 -0.751
C -0.7473 -3.5262 -1.3180 3.9750 2.2762 -1.2847 0.945
O -0.9489 -2.5737 -0.5000 -1.2701 -0.6283 0.3147 -0.844
O 0.1814 -3.5872 -2.1481 -1.3188 -0.8662 0.7175 -0.735
H -2.3424 -4.0684 -0.7783 0.2357 -0.8142 0.0655 0.475
O -1.3029 1.2200 -3.3966 -1.1293 1.0545 0.1251 -0.743
C -0.5081 0.4777 -2.5821 3.6089 -2.6521 0.7134 0.948
O -0.7933 0.4852 -1.3403 -1.0617 0.8345 -0.2956 -0.852
O 0.4507 -0.1316 -3.0820 -1.3853 1.0110 -0.3521 -0.712
H -1.8535 1.6907 -2.7464 -0.0185 -0.1362 -0.3431 0.470
Br 2.3663 -1.1742 0.1124 -0.4284 0.0886 0.1703 -0.686
Br -1.1580 -1.0448 2.7955 -0.1131 -0.2560 0.1567 -0.765

***

Entry 2:
103
Properties=species:S:1:pos:R:3:forces:R:3:lowdin_charge:R:1 method="wB97M-V/def2-TZVPD" spin_multiplicity=1 charge=+1 homo_lumo_gap_ev=7.4
Ga -0.9003 0.1805 0.8329 0.1431 0.0315 -0.5521 0.492
C 2.4872 -2.1756 3.6187 0.0374 0.0097 -0.0069 -0.158
C 1.2465 -1.6047 2.9340 -0.0541 -0.0141 -0.0272 -0.350
Ge 1.6304 0.0636 1.9291 0.1156 -0.2823 0.3649 0.891
C 1.6332 1.6001 3.1748 -0.1182 0.0010 0.0029 -0.348
C 2.9530 1.7143 3.9391 0.0224 -0.0206 0.0040 -0.157
C 3.4815 -0.1458 1.3594 0.0493 0.0482 0.1991 -0.239
C 3.7523 0.0896 0.0774 0.1678 0.0982 -0.2547 -0.345
Ge 2.0687 0.4827 -0.8091 -0.1266 -0.0456 0.0250 1.023
C 2.0345 2.4005 -1.1819 0.0027 -0.0453 -0.0824 -0.327
C 2.3100 2.7593 -2.6435 0.1077 0.0451 -0.0633 -0.140
C 1.4606 -1.0219 -1.8849 -0.0019 -0.0079 -0.0449 -0.341
C 1.9219 -0.9598 -3.3430 -0.0188 0.0058 -0.0477 -0.142
C 5.0802 0.1535 -0.5687 -0.0103 -0.0640 0.0177 -0.227
C 6.2651 0.0612 0.1657 -0.0185 -0.0142 0.0045 -0.027
C 7.4942 0.1318 -0.4652 0.0069 0.0096 -0.0061 -0.068
C 7.5683 0.3027 -1.8433 0.0017 -0.0044 0.0046 -0.076
C 6.4028 0.4038 -2.5852 -0.0015 0.0017 0.0079 -0.068
C 5.1729 0.3300 -1.9470 -0.0472 0.0036 -0.0435 -0.055
H 2.2344 -3.0913 4.1569 -0.0031 0.0152 0.0034 0.075
H 2.9115 -1.4804 4.3457 -0.0016 -0.0106 -0.0244 0.061
H 3.2698 -2.4257 2.9009 -0.0136 0.0016 0.0062 0.062
H 0.4680 -1.3860 3.6667 0.0682 -0.0124 -0.0245 0.057
H 0.8284 -2.3402 2.2439 0.0027 0.0125 0.0176 0.059
H 0.8010 1.4623 3.8692 0.0137 0.0089 -0.0091 0.058
H 1.4407 2.5239 2.6316 -0.0118 0.0411 -0.0252 0.043
H 3.1781 0.8110 4.5094 -0.0085 0.0185 -0.0152 0.059
H 2.9144 2.5440 4.6472 -0.0038 -0.0106 -0.0081 0.076
H 3.7905 1.8969 3.2639 -0.0101 -0.0041 0.0097 0.065
H 4.2520 -0.3637 2.0977 0.0154 -0.0047 -0.0028 0.067
H 2.8167 2.7980 -0.5291 -0.0719 0.0781 0.0173 0.082
H 1.0823 2.8137 -0.8636 0.1235 -0.0302 -0.2863 0.015
H 3.3235 2.4846 -2.9415 -0.0334 -0.0026 0.0051 0.062
H 2.2186 3.8385 -2.7788 0.0283 0.0063 -0.0135 0.078
H 1.6007 2.2793 -3.3141 0.0332 0.0335 0.0243 0.050
H 0.3785 -1.0596 -1.8260 0.0483 -0.0299 0.0056 -0.002
H 1.8644 -1.8985 -1.3714 0.0048 -0.0353 -0.0459 0.079
H 1.5292 -0.0740 -3.8438 0.0055 -0.0308 0.0344 0.062
H 1.5577 -1.8342 -3.8864 0.0035 -0.0095 -0.0007 0.076
H 3.0079 -0.9588 -3.4377 -0.0345 -0.0389 -0.0085 0.055
H 6.2275 -0.0621 1.2404 -0.0089 -0.0010 0.0053 0.108
H 8.4022 0.0579 0.1193 -0.0093 0.0022 -0.0070 0.108
H 8.5316 0.3603 -2.3327 -0.0066 -0.0024 0.0062 0.107
H 6.4488 0.5389 -3.6581 -0.0016 0.0019 0.0097 0.109
H 4.2675 0.4089 -2.5432 0.0753 0.0150 0.0580 0.070
C -1.0952 5.9708 1.5073 0.0038 0.0143 -0.0031 -0.066
C -0.2833 5.0801 0.8187 0.0080 -0.0299 -0.0051 -0.056
C -0.3929 3.7209 1.0631 -0.0378 -0.0054 0.0987 -0.050
C -1.3005 3.2598 2.0052 -0.0196 0.0140 0.0161 -0.234
C -2.1218 4.1441 2.6956 -0.0190 0.0083 -0.0126 -0.002
C -2.0119 5.5006 2.4405 -0.0108 -0.0040 0.0041 -0.060
N -1.3708 1.8486 2.2096 0.1217 0.1434 0.0593 0.001
N -1.9163 1.4766 3.2544 -0.0741 -0.0405 0.0394 0.144
C -2.0606 0.0683 3.3821 0.0016 -0.0254 0.0389 -0.267
C -2.6139 -0.3806 4.5739 -0.0027 -0.0141 0.0145 0.000
C -2.8017 -1.7424 4.7509 0.0038 0.0078 -0.0048 -0.057
C -2.4368 -2.6214 3.7394 -0.0059 -0.0089 -0.0063 -0.052
C -1.8779 -2.1489 2.5546 -0.0123 -0.0251 -0.0155 -0.125
C -1.6853 -0.7917 2.3526 -0.0853 0.1711 0.1087 -0.186
H -1.0163 7.0329 1.3162 -0.0019 -0.0085 0.0018 0.110
H 0.4355 5.4432 0.0953 0.0026 -0.0034 -0.0021 0.110
H 0.2338 3.0096 0.5445 -0.1443 0.0651 0.2283 0.056
H -2.8371 3.7632 3.4101 -0.0001 0.0016 -0.0013 0.114
H -2.6492 6.1966 2.9701 0.0098 -0.0074 -0.0070 0.111
H -2.8902 0.3374 5.3355 0.0013 -0.0063 -0.0098 0.119
H -3.2311 -2.1177 5.6699 0.0026 0.0030 -0.0053 0.110
H -2.5817 -3.6861 3.8753 0.0041 0.0073 -0.0002 0.112
H -1.5695 -2.8674 1.8024 -0.0220 0.0041 -0.0090 0.094
O -0.2679 1.2112 -2.5041 -0.1225 0.0729 0.0603 0.022
C -1.2943 1.5497 -1.9498 0.1427 0.0189 -0.0807 -0.458
C -2.4408 2.2888 -2.6166 0.0038 0.0153 0.0083 -0.050
C -3.5560 2.2820 -1.5766 0.0282 0.0324 0.0122 -0.049
C -2.9462 1.5327 -0.4151 -0.0606 0.0277 0.0393 -0.485
O -3.5185 1.1139 0.5722 0.0205 0.0596 -0.0554 0.071
N -1.5967 1.3070 -0.6317 -0.3251 -0.1838 0.1282 0.102
H -2.6988 1.7799 -3.5433 0.0020 -0.0199 -0.0086 0.115
H -2.0949 3.2894 -2.8774 0.0070 0.0010 -0.0023 0.131
H -4.4627 1.7721 -1.8983 -0.0003 -0.0145 -0.0008 0.124
H -3.8398 3.2782 -1.2362 -0.0128 -0.0053 0.0097 0.132
O -1.3431 -1.4318 -0.5224 0.1887 -0.0597 0.1177 -0.533
S -2.7796 -1.9481 -0.5649 -0.1345 -0.0059 0.0056 1.085
C -2.6127 -3.7087 -0.7416 0.0534 -0.0020 0.0031 -0.377
C -1.4796 -4.2471 -1.3337 0.0092 -0.0089 -0.0035 -0.054
C -1.3857 -5.6239 -1.4522 0.0001 0.0062 -0.0142 -0.054
C -2.4139 -6.4364 -0.9868 -0.0018 -0.0072 0.0062 -0.059
C -3.5364 -5.8813 -0.3899 -0.0039 0.0021 -0.0002 -0.060
C -3.6381 -4.5034 -0.2543 -0.0028 -0.0114 0.0037 -0.074
C -3.3577 -1.5350 -2.1999 0.0152 0.0308 0.0201 -0.359
C -2.4571 -1.2673 -3.2188 -0.0144 -0.0377 -0.0374 -0.062
C -2.9512 -0.9677 -4.4803 0.0432 0.0070 0.0044 -0.058
C -4.3215 -0.9379 -4.7053 -0.0208 0.0049 0.0009 -0.059
C -5.2101 -1.1983 -3.6698 -0.0104 0.0040 -0.0055 -0.059
C -4.7299 -1.4944 -2.4029 -0.0051 0.0366 0.0185 -0.070
H -0.6855 -3.5961 -1.6791 -0.0123 -0.0129 0.0128 0.110
H -0.5103 -6.0664 -1.9089 -0.0061 0.0032 0.0051 0.113
H -2.3338 -7.5112 -1.0835 -0.0010 0.0118 -0.0004 0.113
H -4.3274 -6.5188 -0.0186 0.0073 0.0051 -0.0036 0.113
H -4.4982 -4.0556 0.2303 0.0138 -0.0048 -0.0055 0.117
H -1.3928 -1.2783 -3.0248 -0.0070 0.0117 -0.0108 0.100
H -2.2623 -0.7553 -5.2878 -0.0062 -0.0021 0.0092 0.118
H -4.7001 -0.7054 -5.6921 0.0060 -0.0008 0.0104 0.113
H -6.2768 -1.1623 -3.8461 0.0076 -0.0056 0.0007 0.114
H -5.4135 -1.6804 -1.5824 0.0149 0.0029 -0.0084 0.119

***

Entry 3:
9
Properties=species:S:1:pos:R:3:forces:R:3:nbo_charge:R:1 method="wB97M-V/def2-TZVPD" spin_multiplicity=1 charge=0 homo_lumo_gap_ev="9.3 / 9.0"
B -0.2897 -0.0553 -0.2081 -1.4173 1.4463 -0.9815 0.961
C 1.1309 0.1303 0.2347 4.2240 1.2335 4.6352 0.484
O -0.8463 0.9987 -0.8913 -0.2500 -0.2365 -0.1009 -0.847
O -1.0054 -1.1580 0.0391 1.0844 -1.0356 0.6829 -0.832
F 2.1239 -0.6835 -0.1134 -0.9450 -0.0732 0.0309 -0.311
F 1.7674 1.3773 0.4265 -1.9661 -2.0821 -0.7704 -0.345
H 0.6633 -0.3118 2.1202 0.6653 0.6577 -2.9286 -0.063
H -1.7454 0.7577 -1.1628 0.2000 0.6086 0.0000 0.476
H -1.7985 -1.0555 -0.4450 -1.5953 -0.5187 -0.5676 0.477

***

Entry 4:
29
Properties=species:S:1:pos:R:3:forces:R:3:nbo_charge:R:1 method="wB97M-V/def2-TZVPD" spin_multiplicity=1 charge=-1 homo_lumo_gap_ev=7.4
C 3.6805 -1.3787 0.7334 0.0603 0.0642 0.0103 -0.619
C 2.8283 -0.9002 -0.4200 -0.2186 -0.0043 -0.0074 -0.062
O 2.8754 0.5160 -0.4522 0.0622 0.0220 0.0068 -0.562
C 1.8510 1.1221 -1.2381 -0.0349 -0.2263 -0.0690 -0.053
C 0.7771 1.7560 -0.3620 0.1273 -0.0188 0.0995 -0.426
C -0.3414 0.7929 0.0265 0.0688 -0.0262 0.0795 -0.400
C -1.5866 1.4869 0.5657 -0.0156 0.0061 -0.0065 -0.382
C -2.6601 0.5305 1.1200 -0.0116 -0.0074 0.0288 -0.958
Al -2.8047 -1.4246 0.5488 -0.1827 -0.0468 -0.0508 1.264
N -3.9666 -1.5093 -0.9403 0.2211 0.1301 -0.0192 -1.395
H 3.2132 -1.1270 1.6857 -0.0063 -0.0085 -0.0111 0.211
H 4.6561 -0.8904 0.6978 0.0245 -0.0554 -0.0210 0.202
H 3.8249 -2.4595 0.6861 -0.0331 0.0219 0.0162 0.204
H 3.1988 -1.3111 -1.3713 -0.0019 0.0414 0.0260 0.147
H 1.7911 -1.2349 -0.2953 0.0689 -0.0499 -0.0095 0.189
H 1.3955 0.3529 -1.8750 0.0142 0.1217 -0.0825 0.167
H 2.3291 1.8526 -1.8987 0.0369 0.0420 0.1297 0.166
H 1.2861 2.1015 0.5437 -0.0522 0.1789 -0.0459 0.204
H 0.3662 2.6458 -0.8539 -0.0452 -0.0986 -0.0846 0.189
H 0.0229 0.0879 0.7821 0.0069 -0.0076 -0.0567 0.203
H -0.6136 0.1724 -0.8336 -0.0592 0.0277 0.0179 0.203
H -2.0093 2.0958 -0.2450 0.0406 -0.0309 -0.0138 0.173
H -1.2628 2.2099 1.3297 -0.0346 0.0165 -0.0221 0.166
H -2.5988 0.5110 2.2164 0.0477 -0.0166 -0.0201 0.198
H -3.6477 0.9653 0.9062 -0.0201 -0.0407 0.0975 0.196
H -3.4191 -2.2465 1.8333 0.0122 0.0535 -0.0153 -0.451
H -1.3748 -2.1229 0.1316 0.0507 -0.0118 0.0203 -0.464
H -3.5822 -2.0045 -1.7383 -0.0743 -0.0027 0.0198 0.346
H -4.2284 -0.5897 -1.2834 -0.0518 -0.0734 -0.0167 0.343